[1]
29
Properties=species:S:1:pos:R:3 method="wB97M-V/def2-TZVPD" lumo_energy_ev=0.5990 gap_ev=9.929 energy_ev=-34264.6280 e_homo_ev=-9.3
C 2.94396 0.67524 0.66797
C 1.43633 0.80612 0.49699
N 1.14151 1.62766 -0.66952
C 0.17640 1.13217 -1.49804
O -0.31079 1.65254 -2.42501
C -0.14341 -0.25568 -0.97749
C -1.55898 -0.78653 -1.14902
C -2.58119 -0.41520 -0.07358
C -2.53613 1.04529 0.41950
S -1.81374 1.25999 2.09226
C 0.63269 -0.50815 0.32723
P 1.59480 -2.07572 0.13220
O 1.25555 -3.00322 1.22656
H 3.36806 1.58404 1.06712
H 3.45402 0.44120 -0.25799
H 3.16730 -0.10902 1.38760
H 1.12614 1.32441 1.39497
H 1.06476 2.60379 -0.42392
H 0.40220 -0.87017 -1.70262
H -1.90200 -0.50197 -2.13174
H -1.47528 -1.86728 -1.16319
H -2.56959 -1.08506 0.77203
H -3.55652 -0.54232 -0.52663
H -3.55350 1.38160 0.52878
H -2.06412 1.72158 -0.27882
H -1.92119 0.01847 2.58866
H 0.02892 -0.74761 1.18670
H 1.21336 -2.67903 -1.09032
H 2.98044 -1.82715 0.07931


[2]
35
Properties=species:S:1:pos:R:3 method="wB97M-V/def2-TZVPD" lumo_energy_ev=6.5493 gap_ev=2.484 energy_ev=-54713.4338 e_homo_ev=4.1 total_charge=-3
O -0.69087 0.42100 -0.80257
V -0.41383 1.39572 0.41586
O -1.42857 2.63266 0.25659
C 2.40388 2.29866 -1.21564
O 1.22805 2.65168 -0.66133
O 3.31447 1.83966 -0.46597
O 2.54662 2.51820 -2.47581
C 1.45816 0.83801 2.33669
O 2.66142 0.97013 2.74703
O 1.21800 0.05308 1.31439
O 0.73522 1.94117 2.24549
C 3.04751 -2.70493 -3.41407
C 1.56412 -2.59471 -3.68581
C 0.86047 -1.99061 -2.47973
O 1.31811 -1.72168 -4.80247
H 3.48474 -1.70677 -3.30379
H 3.60541 -3.12677 -4.25859
H 3.27734 -3.25140 -2.49959
H 1.14023 -3.57306 -3.93534
H 1.20113 -2.55098 -1.59750
H -0.21985 -1.89076 -2.46236
H 1.29761 -1.01538 -2.23629
H 1.81905 -0.91326 -4.63569
C -4.08436 1.32088 2.53212
C -2.59356 1.11140 2.74069
C -2.21807 0.35914 3.99698
O -2.09292 0.37032 1.60843
H -4.27553 1.84806 1.59757
H -4.52839 1.88355 3.36014
H -4.64062 0.37680 2.45275
H -2.09191 2.07647 2.66733
H -2.75153 -0.59309 4.07852
H -2.47886 0.98263 4.86227
H -1.13821 0.22581 4.05380
H -2.53445 -0.48165 1.66590


[3]
44
Properties=species:S:1:pos:R:3 method="wB97M-V/def2-TZVPD" lumo_energy_ev=-0.0240 gap_ev=11.099 energy_ev=-84652.5307 e_homo_ev=-11.1
C -3.04932 -0.14735 2.45677
C -4.23614 -0.63473 3.27462
O -5.27954 0.27553 2.91341
S -4.67038 1.72815 2.65538
O -4.76748 2.51242 3.82701
O -5.17100 2.20219 1.42316
O -3.15460 1.27212 2.49028
H -3.06783 -0.57375 1.45332
H -2.11579 -0.46249 2.91988
H -4.04395 -0.61625 4.34769
H -4.52024 -1.63584 2.95967
C 5.18626 3.15616 1.47916
C 4.49224 2.76254 0.15168
O 3.15687 2.39270 0.56831
S 3.40325 1.48730 1.84750
O 4.11725 0.32672 1.46240
O 2.21872 1.39295 2.60235
O 4.42647 2.49818 2.52378
H 5.08893 4.21777 1.68426
H 6.21648 2.81398 1.48951
H 4.95238 1.87184 -0.27243
H 4.44930 3.55943 -0.58076
C 1.17817 -0.76251 0.20738
C 1.65539 -2.08265 -0.37698
O 0.69508 -3.02757 0.07992
S -0.74469 -2.37768 0.17803
O -1.30728 -2.72597 1.43105
O -1.48085 -2.64829 -0.99606
O -0.25267 -0.87142 0.16884
H 1.45314 0.04149 -0.47679
H 1.55834 -0.52895 1.19580
H 2.61936 -2.39629 0.01691
H 1.73512 -2.02660 -1.46503
C -1.80523 -0.40767 -3.53586
C -0.27212 -0.23314 -3.43586
O 0.27627 -1.09160 -4.45738
S -0.83754 -2.14970 -4.90061
O -0.96323 -3.16830 -3.92775
O -0.61167 -2.47957 -6.23550
O -2.02780 -1.12063 -4.76145
H -2.41408 0.49164 -3.56984
H -2.19192 -0.99414 -2.70150
H 0.05600 -0.62156 -2.47664
H 0.05029 0.78153 -3.63761


[4]
46
Properties=species:S:1:pos:R:3 method="wB97M-V/def2-TZVPD" multiplicity=2 lumo_energy_ev="4.1847 / 1.5053" gap_ev="6.981 / 4.239" energy_ev=-78964.9727 e_homo_ev="-2.8 / -2.7" total_charge=-2
Y 1.23768 -0.39459 0.84318
S 2.52018 -1.23811 -1.59933
O 3.96342 -1.03582 -1.72204
O 2.24118 -1.98197 -0.39850
O 1.77351 -0.00263 -1.32186
O 1.99924 -1.94064 -2.76237
S -0.05469 -1.62357 3.18721
O -1.43771 -2.02748 3.20756
O 0.63180 -1.79349 4.47016
O 0.74919 -2.20968 2.08861
O 0.05297 -0.27402 2.67627
S 3.75097 0.59910 2.11268
O 3.25659 -0.71665 1.94050
O 4.93208 0.91764 1.37122
O 2.55766 1.20611 1.52321
O 3.86588 0.87371 3.50882
C -3.39418 3.87661 0.45607
C -2.31495 2.91579 0.69727
O -1.21283 3.32026 -0.09512
C -0.08813 2.67200 -0.16152
O 0.12840 1.57959 0.32449
O 0.71582 3.40439 -0.84896
C 2.01628 2.98717 -1.30442
H -3.06968 4.89759 0.65707
H -4.38961 3.62370 0.82111
H -3.52537 3.91720 -0.62524
H -2.58414 1.88944 0.44779
H -2.08018 2.98677 1.75931
H 1.99428 2.79388 -2.37693
H 2.32046 2.07406 -0.79276
H 2.61142 3.86480 -1.05208
C -0.70234 -4.36973 -0.21164
C -1.96677 -3.60213 0.11590
O -2.36932 -2.71060 -0.94193
C -1.59209 -1.57284 -1.12982
O -0.78085 -1.00862 -0.40226
O -1.90756 -1.15131 -2.40943
C -1.18684 -0.12983 -3.02817
H -0.85790 -5.41845 -0.46478
H 0.04112 -4.21130 0.56956
H -0.16617 -3.97948 -1.07670
H -1.78963 -2.98662 0.99787
H -2.79616 -4.21778 0.46403
H -0.11761 -0.24644 -2.85140
H -1.60283 0.77191 -2.57883
H -1.37280 -0.32816 -4.08372


[5]
28
Properties=species:S:1:pos:R:3 method="wB97M-V/def2-TZVPD" lumo_energy_ev=0.9005 gap_ev=10.097 energy_ev=-16742.7227 e_homo_ev=-9.2
C -3.36467 1.11362 3.03313
C -4.84904 1.35522 2.90191
O -5.19772 0.98661 1.59747
C -4.55635 1.87908 0.58203
C -3.00071 1.77151 0.82035
O -2.72972 1.99560 2.17753
H -3.10008 0.10051 2.67388
H -2.99091 1.21110 4.07056
H -5.17791 2.38894 3.12263
H -5.51921 0.66473 3.44923
H -4.81038 1.57111 -0.45047
H -4.97716 2.88993 0.74492
H -2.65724 0.75204 0.55930
H -2.39831 2.49047 0.23242
C 2.73883 -2.26834 -1.77672
C 3.68083 -2.14865 -3.01300
O 5.04464 -1.95941 -2.61216
C 5.22687 -0.74492 -1.90294
C 4.24625 -0.85771 -0.65587
O 2.87074 -1.12974 -0.94867
H 3.01562 -3.12899 -1.13790
H 1.67954 -2.39536 -2.07209
H 3.23763 -1.30840 -3.58132
H 3.62227 -3.05298 -3.64879
H 6.29144 -0.56754 -1.65657
H 4.85941 0.13688 -2.46226
H 4.52185 -1.75779 -0.07334
H 4.29350 0.01249 0.02674


[6]
28
Properties=species:S:1:pos:R:3 method="wB97M-V/def2-TZVPD" lumo_energy_ev=0.4914 gap_ev=9.063 energy_ev=-51893.5566 e_homo_ev=-8.6
C -0.27014 -0.59068 0.63577
C -1.17382 -0.16315 -0.22789
C 4.57308 0.89126 -0.46484
C 1.06458 -1.19858 0.23338
C 3.50642 -0.25683 -0.22973
C 2.06948 -0.02945 0.32827
C -3.71833 -0.31326 -0.64752
C -2.47335 0.50610 0.14217
S -3.47877 -2.15267 -0.42470
S -5.34381 0.46979 -0.61169
S -2.93353 0.55615 1.82676
S -2.54041 2.24012 -0.36437
H -0.58593 -0.48413 1.60006
H -0.86395 -0.29828 -1.19279
H 4.74536 1.28179 0.56679
H 4.06053 1.59109 -1.00682
H 5.53121 0.58134 -0.85298
H 1.45563 -2.02849 0.82492
H 1.09467 -1.54503 -0.74216
H 3.57081 -0.72475 -1.29060
H 3.93287 -0.95609 0.34319
H 1.87002 0.92251 -0.25072
H 2.27163 0.30496 1.29696
H -3.34101 -0.37483 -1.73551
H -3.30357 -2.15091 0.90659
H -5.49968 0.76171 0.68173
H -1.79735 1.07213 2.33565
H -2.42267 2.08818 -1.67993


[7]
35
Properties=species:S:1:pos:R:3 method="wB97M-V/def2-TZVPD" lumo_energy_ev=0.1396 gap_ev=9.177 energy_ev=-39430.0416 e_homo_ev=-9.0
Ag 0.31987 0.33689 0.92332
F -1.73018 0.06645 4.51948
B -1.15267 0.21639 3.29060
F -1.98399 0.95145 2.40397
F -0.90458 -1.04152 2.66764
F 0.08860 0.89388 3.34751
C 2.97875 -0.09618 -4.10065
N 2.92807 0.35446 -2.72071
C 2.22157 -0.08880 -1.67450
S 2.51500 0.68198 -0.16844
N 1.34812 -1.09226 -1.76498
C 0.95634 -1.93382 -2.88211
H 3.44564 0.69684 -4.67974
H 1.98309 -0.24957 -4.50694
H 3.57054 -1.00441 -4.21971
H 3.57118 1.08469 -2.46293
H 0.88467 -1.27751 -0.89063
H 1.81779 -2.34898 -3.40051
H 0.31302 -1.40676 -3.58675
H 0.38870 -2.76274 -2.46708
C -4.37797 1.02941 0.40049
C -3.93214 -0.38039 0.00096
C -4.69454 -0.86440 -1.23964
C -4.11440 -1.35789 1.16883
C -2.49657 -0.33632 -0.33429
N -1.37628 -0.30182 -0.59135
H -5.43978 0.99095 0.64644
H -4.24374 1.73476 -0.41977
H -3.82355 1.37688 1.26921
H -5.75650 -0.90557 -0.99587
H -4.37119 -1.86092 -1.53922
H -4.56196 -0.18371 -2.08009
H -5.17518 -1.39355 1.41948
H -3.55256 -1.02966 2.03947
H -3.79039 -2.36211 0.89629